Record 1
{
  "formula": "C3H6O3",
  "method": "ωB97M-V/def2-TZVPD",
  "elements": ["C", "C", "O", "H", "H", "H", "H", "O", "C", "O", "H", "H"],
  "xyz": [[-1.19365, 0.93879, 1.94005], [-0.48521, 1.55588, 0.99935], [-0.69785, 1.39031, -0.38067], [-1.04553, 1.31825, 2.94112], [-1.53374, -0.08425, 1.83311], [-0.15716, 2.58976, 1.09437], [-0.20039, 2.03396, -0.86449], [1.84530, -1.21252, -1.25120], [0.73720, -1.64536, -1.11710], [-0.13958, -1.21830, -0.21078], [0.26204, -2.48588, -1.64890], [0.18041, -0.37138, 0.14561]],
  "forces_ev_per_a": [[1.68, -0.85, 0.19], [-2.16, 2.55, -1.74], [-0.09, -1.49, 1.09], [-0.13, -0.07, 0.08], [-0.57, 0.24, -0.18], [0.63, -0.32, 0.94], [0.55, 0.51, -0.26], [-0.04, 0.03, -0.39], [-0.26, -0.40, 0.50], [-0.07, -0.02, 0.00], [0.44, 0.07, -0.22], [0.02, -0.26, -0.02]],
  "smiles": "C=CO.O=CO",
  "e_above_lowest_ev": 2.010,
  "lumo_energy_ev": 0.63,
  "total_energy_ev": -9349.3065,
  "spin_multiplicity": 1
}

Record 2
{
  "formula": "C6H6S",
  "method": "ωB97M-V/def2-TZVPD",
  "elements": ["S", "C", "C", "C", "C", "C", "C", "H", "H", "H", "H", "H", "H"],
  "xyz": [[2.84785, -0.17402, -0.01641], [1.08718, -0.08582, 0.00440], [0.39240, 1.12218, 0.00472], [-1.00781, 1.10008, -0.02531], [-1.71111, -0.09400, -0.00904], [-0.97823, -1.30152, -0.01463], [0.38923, -1.27310, -0.00058], [3.07726, 1.15194, 0.04554], [0.91350, 2.06342, -0.02129], [-1.55159, 2.03250, 0.03460], [-2.82406, -0.03623, -0.03358], [-1.53083, -2.25613, 0.02971], [0.89622, -2.24929, 0.00188]],
  "forces_ev_per_a": [[0.21, 0.20, 0.04], [0.24, 0.88, -0.07], [-0.61, -0.53, -0.25], [0.40, 0.00, 0.47], [-0.27, -0.25, -0.29], [-1.93, 0.41, 0.26], [0.28, -1.51, -0.02], [-0.06, -0.23, -0.01], [0.14, 0.16, 0.08], [0.01, 0.10, -0.19], [1.06, -0.39, 0.10], [0.49, 0.55, -0.15], [0.05, 0.62, 0.02]],
  "smiles": "Sc1ccccc1",
  "e_above_lowest_ev": 0.039,
  "lumo_energy_ev": 0.88,
  "total_energy_ev": -17154.3679,
  "spin_multiplicity": 1
}

Record 3
{
  "formula": "C16H22N2O3",
  "method": "ωB97M-V/def2-TZVPD",
  "elements": ["C", "C", "H", "H", "O", "C", "O", "C", "C", "O", "C", "C", "C", "N", "C", "H", "C", "C", "C", "C", "C", "C", "H", "H", "H", "H", "H", "H", "H", "H", "H", "H", "H", "N", "H", "H", "C", "H", "H", "H", "H", "H", "H"],
  "xyz": [[-4.59742, -1.35154, -0.76743], [-3.71834, -0.17852, -0.29442], [-3.61474, 0.70162, -1.08026], [-4.30315, 0.20413, 0.57188], [-2.54248, -0.73330, -0.00806], [-1.66784, -0.70174, -0.74670], [-1.89902, -0.47092, -1.79185], [-0.31902, -1.01314, -0.39645], [-0.20062, -1.86206, 0.65512], [1.11517, -2.43942, 1.09469], [2.05714, -2.04385, 0.25707], [1.95357, -1.33509, -0.94467], [3.14182, -1.57594, -1.86297], [4.01385, -1.29074, -2.46222], [0.87983, -0.51100, -1.16426], [0.55286, -0.47345, -1.97307], [1.31349, 0.77522, -0.53158], [0.14104, 1.89750, -0.81548], [0.74779, 3.46895, -0.61193], [0.98218, 3.49470, 1.04731], [2.04099, 2.41613, 1.17782], [1.50585, 1.10829, 1.05893], [2.40867, 0.41226, 1.20058], [0.67883, 0.80673, 1.66997], [2.32258, 2.63674, 2.09176], [3.08234, 2.67680, 0.70292], [1.37795, 4.26720, 1.16721], [0.16006, 3.41562, 1.50370], [-0.22632, 4.04346, -0.66650], [1.54889, 3.57773, -1.08416], [-0.08322, 2.00365, -2.00222], [-0.74385, 1.69094, -0.43485], [2.20217, 1.24946, -1.13928], [3.17788, -3.11477, 0.58655], [3.89951, -3.16177, -0.06879], [3.07322, -3.55523, 1.27069], [-1.19383, -2.45652, 1.44557], [-1.61590, -1.68079, 2.55236], [-2.06319, -2.79411, 1.03424], [-0.91583, -3.14388, 2.30471], [-4.64581, -2.21872, 0.05154], [-4.28225, -1.66751, -1.49409], [-5.74485, -1.07311, -1.10339]],
  "forces_ev_per_a": [[-8.92, 5.17, 13.20], [-5.37, 1.96, -1.77], [-0.25, -2.00, 1.53], [1.41, 0.05, 0.02], [-7.80, -0.90, 14.65], [10.90, -1.86, 1.16], [-1.37, 3.76, -17.29], [2.05, -2.72, 4.09], [3.28, 0.18, -0.73], [-3.43, 3.12, -0.77], [4.23, -4.86, -1.79], [5.90, -7.02, 2.28], [-8.73, 0.50, 6.22], [6.88, 1.17, -4.94], [1.29, 1.27, 13.17], [-4.28, 1.50, -13.41], [-2.36, 6.70, -0.75], [6.47, 2.83, -6.33], [-11.16, -4.02, 8.43], [1.91, -9.79, -10.41], [0.46, 3.17, -1.56], [3.36, -5.93, -3.71], [-1.29, 0.39, 0.92], [-0.50, 0.10, 0.24], [1.68, -0.07, 5.33], [-2.27, -0.71, -0.28], [5.87, 12.19, 2.52], [-6.32, -1.23, 3.65], [1.73, 0.17, -1.23], [6.39, 1.53, -4.32], [0.43, -0.93, 2.38], [-4.02, -0.60, 2.51], [-1.24, -1.26, 1.41], [-1.61, 12.80, -14.36], [1.20, -0.34, -0.43], [-1.90, -8.54, 13.13], [-1.19, 0.93, 8.28], [0.90, -1.27, -3.65], [-2.16, -0.66, -1.25], [0.68, -0.03, -1.99], [0.05, 2.08, -1.63], [6.35, -6.43, -13.87], [2.77, -0.36, 1.36]],
  "e_above_lowest_ev": 19.716,
  "lumo_energy_ev": 0.20,
  "total_energy_ev": -26053.9772,
  "spin_multiplicity": 1
}

Record 4
{
  "formula": "C23H20BrF3NO6S3",
  "method": "ωB97M-V/def2-TZVPD",
  "elements": ["C", "C", "O", "C", "C", "C", "C", "C", "C", "Br", "C", "C", "O", "H", "H", "H", "H", "H", "H", "H", "H", "H", "H", "F", "C", "F", "F", "S", "N", "S", "C", "C", "C", "C", "C", "C", "O", "O", "S", "C", "C", "C", "C", "C", "C", "O", "O", "H", "H", "H", "H", "H", "H", "H", "H", "H", "H"],
  "xyz": [[-5.48997, 0.51575, -4.49791], [-4.23435, 1.28847, -4.13380], [-3.13411, 0.35062, -3.96226], [-1.90298, 0.93688, -3.78624], [-0.84575, -0.05713, -3.64866], [0.40756, 0.10654, -4.27278], [1.02042, 1.40275, -4.35958], [2.38612, 1.53513, -4.58315], [3.17359, 0.39752, -4.83303], [5.05855, 0.52979, -4.76807], [2.55575, -0.85125, -5.02741], [1.20027, -1.00395, -4.76020], [-1.78521, 2.16639, -3.77919], [-6.39526, 1.04852, -4.18525], [-5.56914, 0.41706, -5.58601], [-5.51723, -0.48118, -4.05010], [-4.00943, 2.01063, -4.93566], [-4.37530, 1.83584, -3.18809], [-1.13970, -1.04868, -3.31980], [0.38534, 2.26058, -4.13975], [2.85531, 2.51452, -4.53719], [3.17107, -1.69332, -5.33247], [0.72984, -1.98029, -4.91583], [-2.45353, -1.36849, 1.03330], [-1.50877, -0.92571, 1.90365], [-2.10629, -0.70640, 3.09855], [-0.59499, -1.91812, 2.09209], [-0.71814, 0.52674, 1.11648], [0.39282, 0.92112, 2.36542], [-0.13159, 1.86646, 3.81451], [-0.10414, 0.79147, 5.25980], [-1.24294, 0.81718, 6.06938], [-1.26123, 0.08639, 7.25899], [-0.15346, -0.67945, 7.63830], [0.99898, -0.65786, 6.84595], [1.02885, 0.09029, 5.66512], [0.88743, 2.87362, 3.92760], [-1.51544, 2.18902, 3.59279], [2.11267, 0.90486, 1.96779], [2.13783, -0.46121, 0.83551], [2.64417, -1.68756, 1.25815], [2.60127, -2.77203, 0.38264], [2.03480, -2.63015, -0.88694], [1.56664, -1.38257, -1.30108], [1.70543, -0.27327, -0.48051], [2.47327, 2.11248, 1.27813], [2.77700, 0.49592, 3.17957], [-2.10898, 1.39490, 5.75658], [-2.14850, 0.12737, 7.89097], [-0.18826, -1.28002, 8.55097], [1.88338, -1.21653, 7.15364], [1.91972, 0.10958, 5.05029], [3.01002, -1.79084, 2.27670], [3.00342, -3.73629, 0.69634], [1.98274, -3.48031, -1.57264], [1.09554, -1.26168, -2.27739], [1.43487, 0.71987, -0.83822]],
  "forces_ev_per_a": [[-0.22, -0.10, -0.33], [0.40, -0.17, 0.42], [-1.08, 0.65, -0.19], [1.45, -0.12, 0.45], [-1.25, 0.21, -0.33], [0.98, 0.20, 0.17], [0.36, -0.33, -0.15], [-0.25, -0.46, -0.06], [-1.07, -0.27, -0.10], [0.33, 0.03, -0.22], [0.31, 0.67, 0.47], [-0.25, 0.59, 0.19], [-0.39, -0.60, -0.32], [0.20, 0.03, 0.08], [0.07, -0.24, 0.14], [0.10, 0.14, 0.01], [0.15, -0.20, 0.48], [0.13, -0.05, -0.34], [-0.24, -0.12, -0.58], [0.34, -0.17, 0.00], [-0.06, -0.12, 0.04], [-0.14, 0.01, 0.06], [0.10, 0.34, 0.16], [0.67, 0.31, 0.70], [0.27, -0.69, -0.33], [0.50, -0.05, -0.85], [-0.79, 0.51, 0.06], [-0.61, 0.47, 1.41], [-0.29, 0.19, 0.68], [0.28, 0.03, -1.24], [0.02, -0.02, 0.26], [-0.05, -0.14, -0.09], [0.18, -0.03, -0.10], [-0.01, 0.26, -0.24], [-0.29, 0.13, -0.03], [0.06, -0.16, 0.00], [-0.53, -0.58, 0.27], [0.83, -0.11, -0.01], [-0.13, -0.50, -0.38], [0.56, 0.11, -0.41], [-0.45, -0.09, 0.19], [0.06, -0.04, -0.11], [0.08, 0.18, 0.25], [0.09, -0.06, -0.38], [-0.13, 0.02, 0.25], [-0.43, -0.62, 0.56], [-0.13, 0.48, -0.30], [0.18, -0.13, 0.07], [0.22, -0.09, -0.19], [0.04, 0.25, -0.29], [-0.24, 0.14, -0.15], [-0.06, 0.01, 0.07], [-0.02, -0.01, -0.22], [-0.11, 0.27, -0.05], [-0.04, 0.27, 0.30], [0.33, 0.03, 0.24], [-0.06, -0.29, 0.04]],
  "charge": -1,
  "lumo_energy_ev": 1.84,
  "total_energy_ev": -148650.4870,
  "spin_multiplicity": 1
}

Record 5
{
  "formula": "C8H15O4P",
  "method": "ωB97M-V/def2-TZVPD",
  "elements": ["C", "C", "C", "C", "C", "C", "C", "C", "O", "P", "O", "O", "O", "H", "H", "H", "H", "H", "H", "H", "H", "H", "H", "H", "H", "H", "H", "H"],
  "xyz": [[3.46068, -1.73371, 0.96099], [2.56172, -0.61986, 1.44982], [1.26035, -0.67718, 0.58365], [0.50718, 0.62977, 0.28566], [-0.72450, 0.59314, -0.24431], [-1.28115, 1.90172, -0.86029], [-0.44508, 2.40585, -2.00323], [-1.63975, -0.57185, -0.42508], [-2.43388, -0.57961, -1.59407], [-2.97749, -0.80959, 0.94009], [-2.66460, 0.22795, 1.99248], [-2.73527, -2.29688, 1.29972], [-4.28417, -0.54164, 0.28076], [3.27552, -2.74099, 1.32374], [3.36092, -1.78377, -0.08910], [4.53336, -1.50776, 1.14515], [2.95060, 0.46429, 1.33231], [2.47512, -0.83492, 2.53312], [0.58049, -1.41332, 0.93300], [1.53483, -1.12149, -0.49607], [1.12562, 1.58302, 0.24778], [-1.39997, 2.67388, -0.00355], [-2.34408, 1.68337, -1.20426], [-0.35156, 1.68033, -2.83681], [0.54004, 2.45096, -1.58437], [-0.67438, 3.36929, -2.29856], [-0.99331, -1.44364, -0.41256], [-3.21725, -0.98735, -1.25600]],
  "forces_ev_per_a": [[2.00, 0.65, 0.16], [-0.70, 0.84, -0.29], [0.63, 0.46, -1.74], [0.79, -0.53, -0.16], [-0.82, 1.77, -1.14], [-2.29, -0.05, 1.59], [1.10, -2.14, 0.61], [0.62, -0.28, 0.95], [1.81, 0.60, -1.78], [1.70, -1.32, 2.73], [0.50, 0.22, 0.57], [-0.08, 0.86, -0.18], [-1.57, -0.04, -1.83], [-0.41, 0.09, 0.42], [0.08, -0.20, -1.34], [-0.37, -0.23, 0.14], [0.01, -1.86, 0.14], [-0.77, 0.66, -0.40], [-0.67, -0.59, 0.70], [-0.14, 0.88, 2.07], [-0.84, -1.12, 0.25], [0.38, -1.00, -1.41], [1.29, 0.25, 0.50], [-0.47, 0.45, 0.29], [1.00, 0.24, -0.04], [-0.82, 1.97, -1.01], [-0.14, -0.54, 0.02], [-1.81, -0.07, 0.19]],
  "charge": -2,
  "smiles": "CCC/C=C(/CC)[C@H](O)P(=O)([O-])[O-]",
  "e_above_lowest_ev": 0.000,
  "lumo_energy_ev": 5.31,
  "total_energy_ev": -26017.8014,
  "spin_multiplicity": 1
}

Record 6
{
  "formula": "C15H15F4N5OS",
  "method": "ωB97M-V/def2-TZVPD",
  "elements": ["O", "C", "N", "C", "N", "N", "C", "S", "C", "F", "F", "F", "H", "C", "N", "C", "C", "N", "C", "C", "C", "C", "C", "C", "H", "H", "H", "H", "F", "C", "C", "H", "H", "H", "H", "H", "H", "H", "H", "H", "H"],
  "xyz": [[3.34600, -2.27546, -0.54080], [2.68261, -1.62550, 0.03403], [3.04996, -0.31718, 0.54338], [4.18191, 0.08595, 0.34393], [4.54165, 1.08586, 0.68544], [5.70188, 1.46978, 0.56407], [6.24231, 0.52462, -0.03483], [5.30993, -0.71736, -0.68724], [7.68162, 0.78852, -0.78807], [8.38345, 1.82247, -0.27772], [7.73516, 0.97353, -2.01761], [8.38300, -0.18085, -0.39804], [2.21754, -0.07226, 0.98521], [1.13500, -1.93245, 0.43333], [0.29207, -0.87191, 0.56183], [-0.92022, -1.21356, 1.65084], [-1.87497, -0.25475, 1.47644], [-2.48635, -0.13783, 0.16528], [-3.58366, 0.55343, -0.24424], [-4.42539, 0.20137, -1.23810], [-5.68958, 0.66867, -1.71644], [-6.37553, 1.60013, -0.54978], [-5.60449, 1.91224, 0.53148], [-4.40491, 1.33573, 0.90568], [-3.85015, 1.72349, 1.40991], [-5.97899, 2.46536, 1.19659], [-7.22483, 1.72523, -0.91031], [-6.08843, 0.56450, -2.58376], [-3.94635, -0.73459, -2.16622], [-1.47830, -0.46930, -0.89439], [-0.07989, 0.00335, -0.55485], [-0.05962, 0.93685, -0.40217], [0.64218, -0.27903, -1.29231], [-1.61112, -1.62300, -1.24788], [-1.76158, 0.08420, -1.86035], [-2.67409, -0.11610, 2.16560], [-1.44049, 0.88215, 1.53072], [-0.50679, -1.24822, 2.82674], [-1.32451, -2.09485, 1.24986], [1.06845, -2.50983, 1.39313], [0.79552, -2.73340, -0.24839]],
  "forces_ev_per_a": [[7.25, -8.04, -6.80], [-9.11, 8.22, 7.46], [-9.50, -8.50, -0.84], [0.38, -10.12, -6.26], [-3.15, 15.45, 9.21], [5.53, 2.93, 0.06], [7.70, 0.63, -6.13], [1.15, -1.42, 0.21], [-2.35, 2.09, 6.01], [-0.68, 1.79, 0.83], [-0.98, -0.21, -4.90], [2.88, -5.14, 0.28], [-0.95, 2.32, 1.51], [1.80, -3.17, -0.25], [-1.93, 2.56, 4.51], [6.30, -1.26, 0.57], [-3.45, 9.66, -0.91], [2.50, -2.18, -2.99], [-3.69, 1.46, 7.19], [-2.31, -0.93, -5.62], [3.25, 4.17, 12.59], [9.82, -5.35, -3.31], [1.81, -4.51, -3.41], [-7.53, -8.44, -15.90], [10.83, 7.68, 11.60], [-3.14, 4.65, 5.21], [-7.90, 2.48, -1.80], [-2.44, -1.29, -5.33], [0.47, 0.03, 0.42], [-2.12, -0.73, -3.69], [-1.12, -9.41, -0.15], [0.36, 7.16, 1.64], [0.14, 0.14, -1.06], [0.87, 2.54, 1.10], [0.04, -0.73, 1.42], [-0.63, -0.81, 1.06], [0.02, -2.30, 0.87], [-0.95, -0.13, -3.52], [-0.22, -2.04, 0.20], [0.81, 0.58, -0.49], [0.22, 0.15, -0.62]],
  "lumo_energy_ev": -0.12,
  "total_energy_ev": -46986.2808,
  "spin_multiplicity": 1
}

Here are the calculated highest occupied orbital energy numbers, same order: -9.83 -8.42 -8.26 -2.95 0.45 -7.96 (eV).